{
  "formula": "C6H12N2O",
  "method": "the ωB97M-V functional and the def2-TZVPD basis",
  "gap_ev": [6.970, 6.957],
  "charge": 0,
  "fmax_ev_per_a": 0.58,
  "e_homo_ev": [-7.48, -7.47],
  "de_lowest_kcal_mol": 100.2,
  "molar_mass_g_mol": 128.2,
  "symbols": ["C", "C", "N", "C", "O", "H", "H", "H", "H", "H", "H", "H", "C", "C", "C", "N", "H", "H", "H", "H", "H"],
  "xyz": [[1.782, 0.430, 0.290], [-0.139, 1.100, -0.521], [2.378, 0.011, -0.825], [-0.716, 1.869, 0.426], [0.273, 1.686, -1.676], [0.380, 0.942, -2.305], [2.781, 0.732, -1.409], [1.848, -0.701, -1.365], [1.399, -0.319, 0.966], [2.094, 1.374, 0.710], [-0.965, 1.456, 1.392], [-0.941, 2.913, 0.243], [-1.584, -1.082, 0.088], [-1.033, -1.555, 1.439], [-0.516, -0.519, -0.832], [0.047, -1.038, -1.783], [-2.033, -1.927, -0.436], [-2.359, -0.327, 0.240], [-0.248, -2.300, 1.297], [-1.826, -2.014, 2.034], [-0.622, -0.732, 2.027]],
  "atomic_forces_ev_per_a": [[0.243, -0.225, -0.449], [-0.270, 0.244, 0.074], [-0.395, 0.279, 0.325], [0.267, -0.208, -0.241], [-0.015, -0.084, 0.189], [-0.022, -0.099, 0.051], [0.008, -0.017, 0.066], [-0.078, -0.038, 0.025], [-0.107, -0.012, -0.040], [-0.034, 0.022, -0.047], [-0.042, -0.047, -0.007], [0.053, 0.003, 0.003], [0.033, 0.074, 0.112], [-0.045, 0.029, -0.106], [0.344, -0.254, -0.185], [-0.019, 0.262, 0.268], [0.044, 0.036, 0.002], [0.023, -0.010, 0.007], [-0.023, 0.015, -0.013], [0.040, 0.026, -0.027], [-0.006, 0.006, -0.008]],
  "mulliken_charge": [-0.4211, 0.3785, -0.3546, -0.8427, -0.5876, 0.4334, 0.2723, 0.3590, 0.3428, 0.3227, 0.2564, 0.2611, -0.5686, -1.1396, 0.7717, -1.1126, 0.3826, 0.3251, 0.3256, 0.3507, 0.2449]
}